Record 1
Density functional theory data (the ωB97M-V functional and the def2-TZVPD basis) for a 2-piece molecular cluster, C8H14NO overall at a distorted geometry.

Computed properties:
- M (g/mol) = 140.21
- calculated total energy (eV) = -12041.3578
- net charge = +2
- 2S+1 = 2
- frontier orbital gap (spin up / spin down) (eV) = 10.33 / 7.16

Geometry as XYZ:
```
24
Properties=species:S:1:pos:R:3:forces:R:3:mulliken_charge:R:1
C -0.347479 2.170769 -2.194051 -0.791 -0.191 1.895 -1.1418
C 1.031010 -0.388795 0.907887 0.906 -1.544 2.136 1.0827
C 1.298070 -0.851831 -0.394852 -1.491 1.922 -1.964 -0.9548
C 0.649359 0.940156 1.205437 0.518 0.079 -1.111 -0.5024
C 0.960542 0.051861 -1.441334 0.573 -2.332 0.774 -0.0998
C 0.467705 1.769624 0.140328 -0.239 2.491 3.643 -0.4941
C 0.394000 1.318849 -1.168393 -0.121 0.577 -1.882 0.2271
O 1.235502 -1.259350 1.935327 -0.238 4.076 1.410 -0.4661
H 1.252129 -0.569623 2.770849 -0.002 -3.056 -2.126 0.4254
H 1.537574 -1.885796 -0.583225 0.523 -0.054 -0.001 0.5250
H 0.611814 1.350957 2.208672 0.031 -0.290 0.086 0.4038
H 1.083926 -0.313666 -2.462399 -0.138 0.316 0.151 0.4613
H 0.344789 2.832291 0.550056 -0.261 -1.227 -1.725 0.3710
H -0.962233 1.551515 -2.834698 0.656 -0.210 -0.865 0.4123
H 0.323229 2.908406 -2.681294 -0.510 -0.432 0.057 0.3325
H -1.170882 2.666027 -1.603690 1.138 0.275 -0.526 0.3923
C -2.695006 -0.951396 0.347309 -0.160 0.988 -0.697 -0.7329
N -1.554178 -1.956385 0.393499 -0.536 1.028 -0.734 -0.1718
H -0.818237 -1.654066 -0.283411 -0.452 -0.032 0.839 0.1607
H -1.185311 -1.966656 1.343605 0.202 -0.629 -0.088 0.3662
H -1.817513 -2.869459 0.048511 -0.376 -0.664 0.372 0.4103
H -2.454975 -0.140495 1.011973 0.526 0.329 0.251 0.3017
H -3.687318 -1.248364 0.703005 0.472 -0.926 -0.367 0.3602
H -2.733703 -0.524532 -0.670572 -0.230 -0.493 0.469 0.3314
```
Forces are in eV/Å.



Record 2
Density functional theory data (the ωB97M-V functional and the def2-TZVPD basis) for an isolated ion of composition C8H14NO3 and charge +1 at a distorted geometry.

Computed properties:
- M (g/mol) = 172.20
- calculated total energy (eV) = -16144.6385
- net charge = +1
- frontier orbital gap (eV) = 8.80

Geometry as XYZ:
```
26
Properties=species:S:1:pos:R:3:forces:R:3:mulliken_charge:R:1
C -0.460856 2.403021 1.592694 1.450 -2.722 -1.598 -0.9786
C -0.668705 1.092206 1.693822 -1.908 -1.429 1.196 -0.3143
C -0.688688 1.010908 -1.632176 -0.295 -0.163 -0.547 -0.3949
C 0.920490 -1.953822 0.570169 2.403 2.279 3.658 -0.6349
C -1.702962 0.166740 -0.955755 5.329 -1.723 0.886 -0.7174
C 0.989256 0.360574 -0.172508 -2.085 -3.073 -0.101 -0.3710
C 1.883704 -0.800330 0.123275 2.361 -2.341 -0.683 -0.0014
C -0.213527 0.046199 0.724295 -1.776 1.158 -1.536 1.1101
N -1.604421 -1.264741 -1.366916 -1.989 -1.949 -0.310 -0.2770
O 0.564758 0.360145 -1.496811 0.333 -0.203 -1.309 -0.5368
O -0.275508 -1.286349 0.984641 -0.660 0.597 0.768 -0.6223
O 2.833986 -0.485235 1.125229 0.127 2.876 1.043 -0.5831
H -0.774895 3.023397 2.343051 -0.838 1.759 1.364 0.4075
H 0.209043 2.674114 0.809545 0.249 1.094 -0.262 0.1959
H -1.381314 0.786395 2.518661 1.061 -0.137 -1.004 0.3239
H -0.827075 1.118428 -2.713294 0.029 0.226 0.112 0.4353
H -0.646765 1.972986 -1.135434 -0.322 0.443 -0.196 0.2097
H 0.699858 -2.652853 -0.126437 -0.598 -2.013 -2.560 0.3877
H 1.333070 -2.499351 1.477155 -0.335 0.749 -1.063 0.3421
H -2.557442 0.449683 -0.498751 -2.743 0.823 0.968 0.5977
H 1.435330 1.230630 0.087160 1.392 2.937 0.680 0.6169
H 2.615930 -1.214370 -0.634959 -1.745 0.691 -0.459 0.2804
H -0.815508 -1.459800 -2.049992 -0.991 0.552 1.005 0.4062
H -2.528617 -1.678362 -1.787160 2.005 1.140 0.625 0.4115
H -1.456493 -1.905855 -0.505885 0.241 1.282 -0.962 0.3472
H 3.117352 0.505644 1.026383 -0.694 -2.853 0.284 0.3598
```
Forces are in eV/Å.



Record 3
Density functional theory data (the ωB97M-V functional and the def2-TZVPD basis) for one molecule with the formula C8H14NO6PS at a distorted geometry.

Computed properties:
- SMILES = CC(=O)OC(=O)C[C@]1([PH2]=N)CCS(=O)(=O)OC1
- M (g/mol) = 283.24
- calculated total energy (eV) = -42413.2266
- net charge = 0
- frontier orbital gap (eV) = 8.44

Geometry as XYZ:
```
31
Properties=species:S:1:pos:R:3:forces:R:3:mulliken_charge:R:1
C 3.548674 -1.132918 1.079286 -0.191 1.842 0.317 -0.6569
C 3.217940 -0.749080 -0.477739 0.773 -6.511 -4.325 0.5853
O 3.280544 -1.770326 -1.376770 -0.479 7.305 5.703 -0.5212
O 2.916060 0.578960 -1.023300 -1.989 -1.011 3.109 -0.2760
C 1.955173 1.330746 -0.205351 0.076 2.921 6.414 0.4315
O 2.193391 1.781811 1.058205 -0.858 -3.572 -8.354 -0.5113
C 0.469847 1.766491 -0.816559 1.449 -0.224 -1.308 -0.6170
C -0.755202 0.782262 -0.350869 -0.200 -1.505 -0.543 0.9641
P -2.110935 1.671296 0.709620 0.596 2.857 0.961 0.2822
N -1.798557 3.233129 0.993119 -0.065 -1.447 1.189 -0.7523
C -0.243891 -0.533344 0.546134 0.042 -0.277 -1.008 -1.0010
C -1.488033 -1.581317 0.889833 0.794 1.008 0.252 -0.6186
S -2.191496 -2.075827 -0.816739 0.808 -6.753 -2.636 1.0054
O -1.041368 -2.764687 -1.636287 -3.438 3.788 2.984 -0.5715
O -3.334624 -3.114715 -0.725788 3.003 5.016 0.303 -0.5965
O -2.654200 -0.583952 -1.548493 1.949 -1.620 1.294 -0.3492
C -1.447687 0.227167 -1.768807 1.490 1.813 -0.385 -0.9113
H 4.283679 -2.053298 1.145998 -1.698 2.053 -0.530 0.3044
H 4.002398 -0.148803 1.579986 -0.882 -2.321 -1.032 0.2951
H 2.553180 -1.351881 1.681785 2.004 0.368 -1.509 0.1768
H 0.588831 1.706057 -2.001407 -0.402 0.014 2.499 0.3370
H 0.333244 2.897435 -0.549106 0.023 -2.324 -0.081 0.4310
H -2.191244 1.020001 2.007311 -0.119 -0.307 -1.219 0.0592
H -3.427569 1.580836 0.073283 1.224 -0.709 0.195 0.1064
H -1.698950 3.377182 2.043152 -0.030 -0.169 -1.907 0.2340
H 0.333630 -0.201811 1.527506 -1.362 -0.675 -2.086 0.4030
H 0.469108 -1.142914 -0.191932 -1.319 1.220 1.781 0.2348
H -1.031180 -2.520692 1.459649 -1.341 1.818 -1.670 0.3804
H -2.357627 -1.094256 1.502422 1.643 -1.054 -1.232 0.3205
H -1.772477 1.170952 -2.420152 0.383 -2.107 1.547 0.3995
H -0.600654 -0.304512 -2.388001 -1.882 0.562 1.277 0.4320
```
Forces are in eV/Å.



Record 4
Density functional theory data (the ωB97M-V functional and the def2-TZVPD basis) for one molecule with the formula C8H14NP at a distorted geometry.

Computed properties:
- SMILES = C#CCCC=[PH]=NC(C)C
- M (g/mol) = 155.18
- calculated total energy (eV) = -19296.6128
- net charge = 0
- frontier orbital gap (eV) = 8.71

Geometry as XYZ:
```
24
Properties=species:S:1:pos:R:3:forces:R:3:mulliken_charge:R:1
C 1.714272 2.141479 -0.436078 -1.354 -0.404 -1.286 -0.2243
C 0.575983 2.192741 -0.866997 2.716 0.454 1.307 -0.4022
C -0.821315 2.412591 -1.060218 0.451 -0.088 -0.296 -0.2618
C -1.596488 1.323045 -0.374303 -1.175 -2.566 -0.960 -0.4006
C -1.279923 1.176252 1.025291 0.628 0.715 2.046 -0.4036
P -0.021377 0.379731 1.727725 -1.694 -1.362 -2.502 0.2195
N 0.540781 -1.038007 1.640267 1.262 0.030 -0.710 -0.3538
C 0.639464 -1.944175 0.532173 1.693 -2.141 -0.296 0.4667
C 1.727220 -1.544102 -0.576795 -0.687 -0.042 -0.737 -0.8846
C -0.703081 -2.391458 0.028418 -0.364 -1.104 -0.178 -1.2345
H 2.740812 1.893872 -0.370634 0.327 0.128 0.304 0.4054
H -1.010935 3.419813 -0.643593 -0.526 -0.368 -0.785 0.3194
H -0.984364 2.186057 -2.104313 -0.504 1.149 -0.620 0.2606
H -2.685087 1.523831 -0.521061 0.699 -0.372 -0.016 0.2577
H -1.315193 0.293352 -0.841910 -0.748 1.858 0.163 0.1089
H -1.516759 2.011972 1.673092 -0.128 0.312 0.149 0.3013
H 0.251539 0.805961 2.912966 0.411 1.297 2.856 0.0233
H 1.118864 -2.852775 0.971411 -0.447 0.354 -0.182 0.1853
H 1.908477 -2.244256 -1.548987 -0.923 1.269 2.571 0.2917
H 1.341807 -0.546883 -0.961015 1.233 -0.901 0.312 0.1189
H 2.698487 -1.540319 -0.006474 -0.877 0.641 -0.861 0.2820
H -1.247887 -2.981945 0.750201 0.264 -0.422 0.721 0.3595
H -0.653011 -3.049054 -0.839732 0.167 0.287 -0.255 0.3436
H -1.422287 -1.627721 -0.109432 -0.422 1.275 -0.743 0.2217
```
Forces are in eV/Å.



Record 5
Density functional theory data (the ωB97M-V functional and the def2-TZVPD basis) for one molecule with the formula C8H14O at a distorted geometry.

Computed properties:
- SMILES = C=C(C=O)C(C)(C)CC
- M (g/mol) = 126.20
- calculated total energy (eV) = -10567.8306
- net charge = 0
- frontier orbital gap (eV) = 9.38

Geometry as XYZ:
```
23
Properties=species:S:1:pos:R:3:forces:R:3:mulliken_charge:R:1
C 1.900801 -1.106881 0.116123 -0.193 0.532 0.013 -1.0162
C 0.703682 -0.803731 -0.355802 -0.221 -3.732 -4.678 -0.1362
C 0.375213 -1.750098 -1.902601 2.314 0.226 1.695 -0.0518
O 1.298892 -2.245781 -2.510977 -1.322 0.747 0.689 -0.4646
C -0.534340 -0.164078 -0.018005 0.817 3.589 4.113 1.9561
C -1.565172 -1.096983 0.611572 0.095 0.000 0.001 -1.5419
C -1.149541 0.734740 -1.088460 0.135 -0.165 -0.010 -1.8336
C 0.055381 0.961693 1.342366 -1.857 -1.405 -1.714 -0.9198
C 0.971461 2.089795 0.921985 0.086 0.041 -0.165 -1.0534
H 2.563555 -1.750850 -0.458019 -0.219 0.068 -0.016 0.3184
H 2.305446 -0.682655 1.026717 -0.111 -0.001 0.094 0.2931
H -0.677065 -1.970463 -2.217512 0.306 0.438 0.278 0.2676
H -1.115203 -1.739742 1.371987 -0.013 0.103 -0.065 0.3703
H -2.020250 -1.740731 -0.148039 0.040 0.003 0.028 0.3868
H -2.370554 -0.518810 1.075383 0.089 -0.021 -0.077 0.3724
H -1.837208 1.454146 -0.631948 0.111 -0.093 -0.011 0.3821
H -0.386791 1.282065 -1.646095 -0.054 -0.008 0.076 0.4156
H -1.733849 0.148728 -1.804620 0.065 0.009 0.007 0.4531
H -0.898441 1.349225 1.708860 0.053 0.086 0.069 0.4413
H 0.482303 0.355815 2.144112 -0.002 -0.182 -0.246 0.4389
H 1.947635 1.729060 0.588670 -0.102 0.020 -0.038 0.2686
H 1.149563 2.778797 1.757807 -0.061 -0.176 -0.072 0.3851
H 0.534483 2.686740 0.116495 0.042 -0.078 0.027 0.2681
```
Forces are in eV/Å.